Entry A
ORCA calculation (ωB97M-V/def2-TZVPD) on 2 unconnected molecules or ions with the total composition C9H14NO.

Computed properties:
LUMO level	-5.42	eV
charge	+1

The geometry in XYZ format:
```
25
C9H14NO, DFT ωB97M-V/def2-TZVPD
C 0.521 -3.630 -1.561
C 0.899 -2.287 -1.405
C -0.847 -3.622 -1.456
C -0.253 -1.683 -0.934
C 0.089 1.048 -0.836
C -1.407 0.676 -0.646
C -0.345 -0.348 -0.850
C -2.169 0.878 0.689
C 1.409 2.235 2.415
N 1.740 1.924 1.059
O -1.253 -2.499 -0.989
H 1.167 -4.403 -2.068
H 1.875 -2.009 -1.320
H -1.489 -4.515 -1.361
H 0.316 1.520 -1.763
H 0.807 1.320 -0.044
H -2.068 1.002 -1.449
H -1.553 0.550 1.460
H -3.088 0.427 0.564
H -2.348 1.918 0.844
H 2.037 3.093 2.767
H 0.392 2.682 2.329
H 1.379 1.384 3.093
H 2.628 1.498 0.844
H 1.560 2.843 0.618
```

Need the Löwdin charges? In units of e they are: C 0.02; C 0.11; C -0.03; C -0.28; C 0.01; C -0.18; C 0.04; C -0.01; C -0.16; N -0.10; O 0.16; H 0.15; H 0.12; H 0.17; H 0.13; H 0.03; H 0.15; H 0.06; H 0.06; H 0.08; H 0.09; H 0.09; H 0.08; H 0.10; H 0.11



Entry B
ORCA calculation (ωB97M-V/def2-TZVPD) on a gas-phase ion, C9H14NO (charge +1).

Computed properties:
LUMO level (alpha / beta)	-5.23 / -5.23	eV
charge	+1

The geometry in XYZ format:
```
25
C9H14NO, DFT ωB97M-V/def2-TZVPD
C 1.130 -1.480 -0.272
C 1.556 0.841 0.749
C -0.168 -1.921 0.054
C 1.854 -0.321 -0.115
C -1.442 1.763 -0.956
C -1.177 0.810 -0.097
C 3.283 -0.396 -0.594
C -0.039 0.954 0.961
C -3.489 -0.202 0.086
N -2.085 -0.357 -0.064
O -1.405 -1.528 0.205
H 1.703 -2.287 -0.617
H 2.076 0.716 1.700
H -0.022 -3.046 0.239
H -2.192 1.576 -1.591
H -0.750 2.542 -0.870
H 3.335 0.106 -1.640
H 3.554 -1.433 -0.729
H 4.062 0.192 -0.074
H -0.172 0.257 1.679
H -0.111 1.851 1.478
H 1.930 1.886 0.413
H -4.092 -0.149 -0.961
H -3.767 -1.151 0.431
H -3.573 0.776 0.585
```

Need the Löwdin charges? In units of e they are: C -0.01; C -0.09; C 0.01; C -0.20; C 0.12; C -0.22; C -0.03; C -0.08; C -0.01; N -0.12; O 0.07; H 0.10; H 0.14; H 0.18; H 0.05; H 0.08; H 0.14; H 0.08; H 0.10; H 0.07; H 0.10; H 0.16; H 0.15; H 0.08; H 0.12



entry A wins, 1.764 eV ahead of the next structure.